{
  "formula": "C3H4N4O",
  "method": "ωB97M-V/def2-TZVPD",
  "elements": ["C", "C", "C", "H", "H", "H", "H", "N", "N", "N", "N", "O"],
  "xyz": [[-0.810, 0.507, 0.014], [0.017, 1.536, -0.040], [1.438, -0.381, 0.034], [-1.733, -1.448, -0.299], [-0.052, 2.731, -0.408], [1.932, 1.676, -0.109], [3.302, -0.384, -0.762], [-2.639, -0.918, -0.121], [-2.222, 0.221, -0.117], [1.283, 1.011, 0.175], [2.469, -1.215, -0.223], [0.056, -0.781, 0.442]],
  "forces_ev_per_angstrom": [[-0.892, -3.857, 0.683], [-0.316, 2.170, -1.193], [-0.555, -1.658, 0.864], [-1.340, -1.077, 0.900], [-0.219, -3.861, 1.351], [2.202, 0.514, -0.391], [-3.061, -3.222, 2.401], [2.042, -1.862, -1.380], [1.089, 4.042, 1.143], [0.682, 0.019, -0.521], [-1.024, 6.239, -1.360], [1.392, 2.555, -2.495]],
  "lowdin_charge": [-0.18, -0.06, -0.40, 0.08, 0.21, 0.10, 0.17, 0.08, -0.06, 0.04, 0.07, -0.05],
  "gap_ha": 0.3282,
  "relative_energy_ev": 5.981,
  "spin_multiplicity": 1,
  "homo_ha": -0.3344,
  "e_tot_ev": -11177.9882
}

***

{
  "formula": "C2H4N2O2",
  "method": "ωB97M-V/def2-TZVPD",
  "elements": ["N", "N", "C", "O", "C", "O", "H", "H", "H", "H"],
  "xyz": [[0.040, 1.506, -0.066], [-0.025, 0.179, -0.364], [1.090, -0.762, -0.082], [2.179, -0.210, 0.183], [-1.130, -0.598, -0.070], [-2.249, -0.212, 0.176], [1.190, 1.696, 0.197], [-0.660, 1.710, 0.674], [0.886, -1.971, 0.206], [-0.728, -1.692, -0.029]],
  "forces_ev_per_angstrom": [[3.772, 1.862, 0.640], [0.591, -5.398, 0.748], [3.148, 2.639, 2.526], [-2.742, -2.221, -1.130], [-0.845, -0.790, 0.000], [0.819, -0.148, -0.075], [-4.364, -0.696, -0.516], [0.966, -0.146, -0.299], [0.586, 3.400, -1.535], [-1.931, 1.497, -0.358]],
  "lowdin_charge": [0.05, -0.16, -0.20, -0.01, -0.34, 0.06, 0.19, 0.10, 0.19, 0.12],
  "gap_ha": 0.3580,
  "relative_energy_ev": 4.103,
  "spin_multiplicity": 1,
  "homo_ha": -0.3493,
  "smiles": "NN(C=O)C=O",
  "e_tot_ev": -9211.1198
}

***

{
  "formula": "C5H8BNO2S",
  "method": "ωB97M-V/def2-TZVPD",
  "elements": ["B", "C", "C", "C", "C", "C", "N", "O", "O", "S", "H", "H", "H", "H", "H", "H", "H", "H"],
  "xyz": [[2.729, 0.086, -0.491], [-0.927, 1.765, 0.236], [1.317, 0.598, -0.758], [-1.547, 0.448, 0.110], [-2.555, 0.442, -0.785], [-1.069, -0.746, 0.926], [-3.341, 0.328, -1.667], [3.427, 0.870, 0.309], [3.202, -1.046, -1.157], [0.768, 1.959, 0.073], [-1.418, 2.689, 0.547], [0.026, -0.534, 1.033], [-1.537, -0.851, 1.802], [-1.310, -1.680, 0.386], [-4.296, 0.511, -1.714], [0.468, 0.014, -1.157], [4.411, 0.769, 0.216], [3.882, -1.570, -0.842]],
  "forces_ev_per_angstrom": [[-0.851, -1.399, -2.027], [-0.807, -0.387, -0.052], [-1.397, -1.544, -0.432], [-1.250, 0.981, -0.570], [1.623, -0.494, 2.646], [1.992, 0.408, -4.132], [0.869, -0.486, -1.971], [3.449, 1.057, 1.284], [-2.557, 1.752, -0.827], [1.259, 1.563, 0.823], [-0.150, -0.407, -0.328], [-0.972, -0.934, 0.210], [-1.642, 0.091, 3.673], [0.678, 0.300, 0.011], [-1.741, 0.419, 0.382], [0.810, 0.215, -0.185], [-1.435, 0.057, 0.378], [2.123, -1.191, 1.118]],
  "lowdin_spin": [0.13, 0.58, 0.55, 0.08, 0.08, 0.02, 0.07, 0.04, 0.03, 0.36, 0.03, 0.01, 0.00, 0.00, 0.01, 0.02, 0.00, 0.00],
  "gap_ha": [0.2362, 0.2705],
  "spin_multiplicity": 3,
  "homo_ha": [-0.2213, -0.3060],
  "e_tot_ev": -22409.2854
}

***

{
  "formula": "C20H23F6O19",
  "method": "ωB97M-V/def2-TZVPD",
  "elements": ["C", "C", "O", "H", "H", "H", "H", "H", "C", "C", "O", "C", "O", "O", "F", "H", "H", "H", "C", "C", "O", "C", "O", "O", "F", "H", "H", "H", "C", "C", "O", "C", "O", "O", "F", "H", "H", "H", "C", "C", "O", "C", "O", "O", "F", "H", "H", "H", "C", "C", "O", "C", "O", "O", "F", "H", "H", "H", "C", "C", "O", "C", "O", "O", "F", "H", "H", "H"],
  "xyz": [[0.189, 1.294, 0.045], [0.948, -0.116, 0.054], [0.238, -1.229, -0.459], [0.059, 1.655, -0.975], [0.707, 2.112, 0.547], [-0.738, 1.343, 0.616], [1.156, -0.430, 1.076], [1.783, -0.018, -0.640], [0.723, -2.032, 2.014], [-0.410, -2.846, 2.620], [-1.509, -1.881, 2.673], [-0.914, -0.673, 2.928], [-1.474, 0.405, 3.157], [0.430, -0.789, 2.642], [-0.232, -3.297, 3.883], [0.663, -2.072, 0.926], [1.624, -2.449, 2.463], [-0.726, -3.666, 1.976], [-0.324, -2.666, -1.747], [-1.125, -2.845, -0.439], [-0.717, -4.054, 0.081], [0.261, -4.610, -0.733], [0.712, -5.740, -0.615], [0.548, -3.736, -1.755], [-2.394, -2.866, -0.809], [0.174, -1.698, -1.694], [-0.950, -2.633, -2.640], [-0.998, -2.007, 0.246], [0.774, 2.763, -2.705], [1.711, 2.720, -1.606], [2.203, 4.017, -1.598], [1.151, 4.784, -1.913], [1.151, 5.926, -1.751], [0.173, 4.047, -2.444], [2.784, 1.884, -1.857], [0.083, 1.922, -2.656], [1.243, 2.798, -3.688], [1.319, 2.621, -0.594], [-0.140, 2.449, 2.319], [0.799, 1.367, 2.823], [1.128, 1.838, 4.102], [0.355, 2.890, 4.492], [0.528, 3.365, 5.634], [-0.402, 3.276, 3.462], [1.911, 1.522, 2.128], [-1.043, 1.992, 1.915], [0.237, 3.083, 1.517], [0.369, 0.371, 2.718], [-2.294, -0.760, 0.373], [-2.384, 0.537, -0.504], [-2.562, 1.576, 0.443], [-2.828, 1.088, 1.672], [-3.150, 1.740, 2.613], [-2.606, -0.224, 1.687], [-3.570, 0.523, -1.232], [-1.252, -1.077, 0.409], [-2.859, -1.601, -0.030], [-1.624, 0.725, -1.263], [1.708, -1.183, -2.247], [0.695, -0.216, -2.741], [0.156, -0.970, -3.751], [0.867, -2.054, -4.169], [0.464, -2.785, -4.994], [2.023, -2.070, -3.369], [1.271, 0.836, -3.389], [1.351, -1.657, -1.332], [2.592, -0.642, -1.909], [-0.038, 0.125, -2.009]],
  "forces_ev_per_angstrom": [[-0.033, -1.716, 0.429], [-0.824, 0.936, -0.043], [1.997, 7.761, 6.298], [-0.966, -0.695, 0.918], [0.438, -1.581, -0.550], [0.920, -0.930, -1.202], [1.447, 1.601, -1.321], [0.570, 0.719, 1.446], [-0.590, -3.138, 3.068], [-1.613, -0.219, -1.103], [2.108, -0.107, 1.295], [-2.506, 1.090, 0.857], [5.725, -5.209, 4.530], [-0.956, -7.068, 0.269], [0.570, 0.072, 0.315], [0.231, 0.357, 0.251], [0.323, 0.407, -0.297], [-0.046, 0.136, 0.549], [-2.961, -1.513, -1.768], [1.591, -1.018, -1.731], [1.066, -1.718, -0.613], [0.222, -1.753, -1.310], [-0.881, 3.039, 0.152], [0.889, -2.746, 1.366], [-2.948, -2.363, -1.188], [-2.234, -2.865, -1.426], [-0.669, -1.053, 0.119], [0.210, -4.907, -0.826], [-2.261, 0.620, -0.998], [3.475, 0.112, 0.761], [1.065, 0.782, -0.014], [0.572, -1.372, -0.377], [-0.532, 3.739, 0.393], [-0.637, -0.461, -0.224], [-0.384, 0.401, 0.700], [-0.822, 1.749, -0.202], [-0.014, 0.198, 0.248], [0.949, -0.368, -1.338], [-1.211, 1.194, 0.643], [-1.409, 5.430, 0.594], [-0.538, -0.679, 1.186], [1.938, 0.540, 2.841], [-1.478, -1.001, -4.023], [-0.433, 0.291, 0.801], [3.320, -0.688, -1.331], [0.460, 1.370, 1.212], [0.175, 0.564, 0.951], [2.564, 6.114, 0.564], [-0.517, 4.073, 0.399], [-2.110, -0.964, 0.430], [-0.173, 0.432, -1.474], [-1.781, -0.227, 0.004], [-1.060, 0.610, -1.187], [-4.707, -1.013, -4.598], [0.060, -0.213, -0.065], [-1.397, 3.707, 0.607], [-0.923, 1.513, 1.193], [-0.127, 0.117, 0.668], [4.310, 0.228, -0.615], [0.984, -1.465, -1.791], [-2.586, 0.427, -1.950], [1.584, 1.346, 2.524], [0.551, -0.590, -0.544], [-1.894, 0.281, -0.782], [1.243, -1.509, -1.026], [1.951, -0.459, -0.883], [0.555, -0.209, -1.081], [0.161, -0.138, -0.700]],
  "lowdin_charge": [-0.05, -0.16, -0.50, 0.05, 0.05, 0.06, 0.09, 0.10, -0.01, -0.24, 0.15, -0.35, 0.11, 0.01, 0.09, 0.11, 0.17, 0.16, -0.14, -0.37, 0.11, -0.42, 0.14, 0.12, 0.08, 0.00, 0.16, 0.05, -0.09, -0.35, 0.16, -0.62, 0.21, 0.12, 0.08, 0.12, 0.17, 0.12, -0.07, -0.34, 0.15, -0.48, 0.09, 0.12, 0.10, 0.08, 0.14, -0.03, 0.02, -0.20, 0.10, -0.59, 0.19, 0.01, 0.04, 0.06, 0.14, 0.14, -0.11, -0.32, 0.11, -0.51, 0.20, 0.10, 0.01, 0.08, 0.14, 0.14],
  "gap_ha": 0.3329,
  "relative_energy_ev": 13.494,
  "spin_multiplicity": 1,
  "homo_ha": -0.2423,
  "charge": -1,
  "e_tot_ev": -76302.9099
}

***

{
  "formula": "C5H10N2O",
  "method": "ωB97M-V/def2-TZVPD",
  "elements": ["C", "C", "C", "N", "N", "C", "C", "O", "H", "H", "H", "H", "H", "H", "H", "H", "H", "H"],
  "xyz": [[-2.707, 0.106, -0.339], [-1.392, 0.589, 0.008], [-0.760, -0.433, 0.955], [0.457, -0.806, 0.901], [1.414, -0.195, 0.154], [2.426, -1.121, -0.476], [1.661, 1.116, 0.142], [0.991, 2.009, 0.673], [-3.335, 0.395, 0.494], [-2.630, -0.894, -0.675], [-3.065, 0.625, -1.302], [-0.756, 0.738, -0.870], [-1.524, 1.504, 0.649], [-1.368, -0.865, 1.768], [3.492, -0.739, -0.110], [2.272, -2.176, -0.072], [2.250, -1.239, -1.521], [2.574, 1.386, -0.380]],
  "forces_ev_per_angstrom": [[-2.020, 1.527, -2.684], [2.025, 0.776, 2.220], [0.898, 1.452, -1.049], [-0.522, -1.258, 1.929], [0.676, -1.409, -1.833], [0.980, -0.122, 3.077], [-1.019, 2.327, 0.902], [0.575, -1.250, -0.438], [-0.888, -0.899, -0.146], [-0.625, -1.444, 0.355], [0.167, -0.340, 1.572], [0.101, 0.251, 0.454], [0.682, -0.368, -1.083], [0.237, -0.135, -0.672], [-2.171, -0.999, -1.394], [0.129, 1.599, -0.058], [0.319, 0.501, -0.859], [0.455, -0.211, -0.291]],
  "lowdin_charge": [-0.15, -0.28, -0.11, 0.05, -0.18, -0.02, -0.34, -0.01, 0.08, 0.06, 0.11, 0.11, 0.13, 0.13, 0.12, 0.10, 0.06, 0.13],
  "gap_ha": 0.3520,
  "relative_energy_ev": 2.676,
  "spin_multiplicity": 1,
  "homo_ha": -0.3188,
  "smiles": "CC/C=N\\N(C)C=O",
  "e_tot_ev": -10372.6288
}

***

{
  "formula": "CCl4OS",
  "method": "ωB97M-V/def2-TZVPD",
  "elements": ["O", "S", "Cl", "Cl", "C", "Cl", "Cl"],
  "xyz": [[-0.757, 0.896, -1.102], [0.192, 0.699, -0.018], [0.458, 2.763, 0.551], [2.154, 0.598, -0.884], [-0.074, -1.000, 0.445], [0.619, -1.572, 1.947], [-1.737, -1.396, 0.307]],
  "forces_ev_per_angstrom": [[0.783, -0.215, 0.867], [0.428, 0.979, -2.702], [-0.025, 0.002, 0.497], [-1.286, -0.404, 0.973], [-0.065, -0.524, 1.090], [0.028, 0.318, -0.854], [0.138, -0.156, 0.128]],
  "lowdin_charge": [-0.52, 0.16, 0.16, 0.26, -1.29, 0.58, 0.65],
  "gap_ha": [0.2571, 0.2589],
  "relative_energy_ev": 3.261,
  "spin_multiplicity": 1,
  "homo_ha": [-0.3533, -0.3568],
  "smiles": "O=S(Cl)(Cl)=C(Cl)Cl",
  "e_tot_ev": -64005.7391
}